# 1
The following is a DFT calculation (wB97M-V/def2-TZVPD) of a single C16H18N2O3S molecule.

```
40
C16H18N2O3S | OMol25 | wB97M-V/def2-TZVPD
O 0.8219 3.4503 -1.8287
C 0.0299 2.5471 -1.6552
N 0.0196 1.7483 -0.5790
H -0.6610 0.9975 -0.5253
C 0.9414 1.9136 0.5274
C 0.2602 1.6229 1.8370
C -0.3166 0.3764 2.0547
C -0.9452 0.0982 3.2549
C -1.0024 1.0595 4.2505
C -0.4313 2.3023 4.0392
C 0.1947 2.5832 2.8366
H 0.6367 3.5554 2.6730
H -0.4754 3.0568 4.8108
H -1.4921 0.8407 5.1878
H -1.3906 -0.8729 3.4123
H -0.2768 -0.3802 1.2839
H 1.3153 2.9401 0.4898
H 1.7977 1.2359 0.4026
C -1.0770 2.2166 -2.6686
N -0.7449 1.0133 -3.4153
S -0.9430 -0.4829 -2.6891
O -1.6227 -0.3306 -1.4284
O -1.5227 -1.3540 -3.6672
C 0.7802 -0.9929 -2.3908
C 0.7843 -1.9979 -1.2885
C 1.5649 -1.8246 -0.1531
C 1.5159 -2.7450 0.8805
C 0.6803 -3.8441 0.7899
C -0.0993 -4.0252 -0.3415
C -0.0472 -3.1097 -1.3767
H -0.6613 -3.2374 -2.2547
H -0.7528 -4.8812 -0.4158
H 0.6359 -4.5579 1.5987
H 2.1255 -2.5961 1.7592
H 2.2224 -0.9703 -0.0795
H 1.1174 -1.4022 -3.3396
H 1.3360 -0.0929 -2.1463
H -1.1441 0.9888 -4.3403
H -2.0297 2.1005 -2.1369
H -1.1438 3.0508 -3.3679
```

For the total energy, the calculation gives -36842.3609 eV. The HOMO energy is -9.35 eV. The net charge is 0. As for the energy above the lowest of the compared OMol25 structures with the same formula, charge and spin: 29.94 kcal per mole. The calculation puts the largest force on an atom at 0.795 eV Å⁻¹. As for the SMILES: O=C(CNS(=O)(=O)Cc1ccccc1)NCc1ccccc1. The value obtained for the HOMO-LUMO gap is 9.924 eV.

Atom charges from the Mulliken analysis, given in e for atoms 1 to 5: -0.679 0.734 0.020 0.207 -0.842

# 2
The following is a DFT calculation (wB97M-V/def2-TZVPD) of a molecular structure, C17H22IrN8S2Se.

```
51
C17H22IrN8S2Se | OMol25 | wB97M-V/def2-TZVPD
Ir 0.2920 0.1546 0.3878
C -4.2715 -0.4648 -1.2989
N -3.1635 -1.2105 -1.8967
C -3.5519 -2.4781 -2.4940
C -1.9097 -1.0196 -1.3876
N -1.6170 -0.3185 -0.3580
N -0.8914 -1.6387 -2.1179
C 0.4579 -1.4259 -2.0110
N 1.2482 -2.2523 -2.7347
N 0.9790 -0.4446 -1.3370
H -5.0892 -0.4451 -2.0172
H -3.9760 0.5621 -1.1012
H -4.6137 -0.9071 -0.3609
H -4.5060 -2.3318 -2.9949
H -3.6741 -3.2665 -1.7440
H -2.8567 -2.8275 -3.2575
H -2.4072 0.0215 0.1960
H -1.1729 -2.1565 -2.9302
H 0.8782 -3.1631 -2.9509
H 2.2306 -2.2353 -2.4336
H 2.0221 -0.4626 -1.3269
S 2.2818 0.4291 1.3901
C 2.6501 -1.3087 1.6364
C 2.2418 -1.9053 2.8229
C 2.5342 -3.2322 3.1194
C 2.1007 -3.8086 4.3540
N 1.7468 -4.2673 5.3479
C 3.2634 -3.9807 2.1828
C 3.6630 -3.3964 0.9935
C 3.3715 -2.0601 0.6685
S 3.9133 -1.4532 -0.8731
C 3.6027 -5.3508 2.4339
N 3.8871 -6.4508 2.6091
H 1.6823 -1.3182 3.5386
H 4.2210 -3.9855 0.2789
C -0.5178 3.2269 -1.1583
C -0.1743 3.2067 0.3289
C 1.2942 3.5436 0.5590
C -0.6077 1.8934 0.9564
H -0.2946 4.2022 -1.5966
H -1.5768 3.0138 -1.3214
H 0.0665 2.4715 -1.6906
H -0.7764 3.9849 0.8174
H 1.9436 2.8421 0.0310
H 1.5520 3.5030 1.6189
H 1.5182 4.5480 0.1913
H -1.6875 1.7865 0.8485
H -0.3874 1.8588 2.0354
Se -3.9117 0.0150 2.2665
C -4.9611 1.1399 1.2901
N -5.6227 1.8164 0.6159
```

For the total energy, the calculation gives -119764.9068 eV. The HOMO energy is -4.96 eV. The net charge is -1. As for the energy above the lowest of the compared OMol25 structures with the same formula, charge and spin: 1.40 kcal per mole. The calculation puts the largest force on an atom at 0.609 eV Å⁻¹. The value obtained for the HOMO-LUMO gap is 6.508 eV.

Atom charges from the Mulliken analysis, given in e for atoms 1 to 5: 0.906 -1.121 0.065 -1.045 0.465

# 3
The following is a DFT calculation (wB97M-V/def2-TZVPD) of a molecular structure, C19H50BF4N10O7Pd at a distorted geometry.

```
92
C19H50BF4N10O7Pd | OMol25 | wB97M-V/def2-TZVPD
Pd -1.3267 0.2476 -1.8660
B -1.5905 -0.3598 0.8320
F -2.2246 -1.2957 1.6285
F -0.8945 0.6282 1.4593
F -0.6499 -1.1247 -0.0392
F -2.6148 0.1945 -0.0620
C 4.6122 0.1593 3.1385
C 3.1340 0.1537 2.6165
C 2.9139 -0.8037 1.4377
C 3.0475 -2.2490 1.9126
C 1.9743 -2.5463 2.8900
C 1.8309 -1.5735 4.1085
N 2.0422 -0.2143 3.5549
O 1.8595 0.7722 4.6428
C 0.4968 -1.7319 4.7676
C 2.8649 -2.0213 5.1842
C 2.7950 1.5683 2.2889
H 4.6041 0.5619 4.1573
H 5.0771 0.8922 2.4702
H 5.0623 -0.8632 3.1469
H 1.9221 -0.5736 1.0626
H 3.6407 -0.5707 0.6714
H 4.1249 -2.4414 2.3028
H 2.8611 -2.8250 1.0029
H 2.2999 -3.4823 3.2654
H 1.0454 -2.6960 2.4137
H 0.3493 -1.4133 5.7705
H -0.2167 -1.1617 4.1675
H 0.2956 -2.7930 4.6500
H 3.8759 -1.9098 4.7557
H 2.9360 -1.4786 6.1480
H 2.8318 -3.0661 5.4195
H 3.4614 1.9614 1.4747
H 2.9479 2.3176 3.0534
H 1.7860 1.6888 1.9701
H 2.7595 0.7403 5.0310
C 1.4317 1.9401 -0.6724
O 0.1335 2.0778 -1.2857
C 0.0245 3.1522 -2.1758
C -1.4208 3.1225 -2.7773
N -1.9108 1.8144 -3.2827
C -3.2772 1.7273 -3.8475
C -3.4893 2.4143 -5.1434
O -2.4100 2.0782 -5.9311
C -2.4239 2.7686 -7.1936
H 2.1859 1.8787 -1.4235
H 1.3507 1.0697 -0.0632
H 1.5635 2.9224 -0.2353
H 0.8692 3.1495 -2.9872
H 0.1117 4.0344 -1.5172
H -1.4442 3.9879 -3.5670
H -2.0912 3.4180 -1.9418
H -1.2126 1.4981 -4.0017
H -3.9681 2.2226 -3.1180
H -3.4155 0.6701 -3.8000
H -3.5309 3.4904 -5.0968
H -4.4399 2.1045 -5.6364
H -3.0773 2.2087 -7.9421
H -1.4266 2.7506 -7.6578
H -2.7883 3.7713 -7.2004
C -0.9814 4.7497 1.6874
O -0.5125 4.3561 0.6248
N -0.6264 4.2267 2.8755
N -1.8160 5.9132 1.7523
H -0.0221 3.4322 2.9442
H -1.1770 4.4142 3.6756
H -2.1820 6.3583 0.8806
H -2.3242 6.1776 2.5785
C -2.8535 -2.4439 -2.1842
O -2.5055 -1.4389 -2.8630
N -2.9125 -3.6944 -2.7599
N -3.2142 -2.4170 -0.9048
H -2.7066 -4.4799 -2.1833
H -2.6157 -3.6957 -3.6972
H -3.3056 -1.5945 -0.3036
H -3.4629 -3.2718 -0.3974
C 1.4271 -0.7358 -3.0909
O 0.3491 -0.0747 -3.1843
N 1.6384 -1.6384 -2.0758
N 2.4105 -0.5771 -4.0254
H 2.2945 -2.3362 -2.2866
H 0.8275 -1.8841 -1.5008
H 3.2610 -1.0674 -3.7598
H 2.4795 0.3269 -4.5065
C -2.2720 -5.1779 0.8332
O -2.8317 -5.0633 -0.3129
N -1.7714 -4.0892 1.4271
N -2.1732 -6.3822 1.4020
H -2.0112 -3.1670 1.0918
H -1.6294 -4.0814 2.4174
H -1.5512 -6.5277 2.1735
H -2.5079 -7.0793 0.7421
```

For the total energy, the calculation gives -64775.0838 eV. The HOMO energy (alpha / beta) is -10.33 / -10.33 eV. The net charge is +1. As for the spin multiplicity: 3. As for the expectation value of S²: 2.00. The calculation puts the largest force on an atom at 3.495 eV Å⁻¹. The value obtained for the HOMO-LUMO gap (alpha / beta) is 8.372 / 6.698 eV.

Atom charges from the Mulliken analysis, given in e for atoms 1 to 5: 0.229 0.545 -0.352 -0.006 -0.097

# 4
The following is a DFT calculation (wB97M-V/def2-TZVPD) of a gas-phase ion, C5H3FN3O4 (charge +1) at a distorted geometry.

```
16
C5H3FN3O4 | OMol25 | wB97M-V/def2-TZVPD
C -0.1413 -0.1299 0.3092
C 0.7217 0.8150 -0.2883
C -0.0882 -1.4617 0.1590
C 2.0957 0.6024 -0.1849
C 0.8916 -2.1201 -0.6820
N 2.5610 -0.5523 0.4120
N 3.2187 1.6247 -0.4898
N 2.2555 -1.8268 0.0559
O 4.3250 1.1569 -0.6491
O 2.7858 2.7401 -0.4892
O 2.8296 -2.7202 0.5194
O 0.8928 -2.7534 -1.6514
F 3.6622 -0.4068 1.1773
H -0.8823 0.3101 0.9070
H 0.3200 1.7488 -0.3836
H -0.8116 -2.0114 0.7640
```

For the total energy, the calculation gives -20592.6913 eV. The HOMO energy is -15.32 eV. The net charge is +1. The calculation puts the largest force on an atom at 4.916 eV Å⁻¹. As for the SMILES: O=c1cccc([N+](=O)[O-])n(F)[n+]1=O. The value obtained for the HOMO-LUMO gap is 8.683 eV.

Atom charges from the Mulliken analysis, given in e for atoms 1 to 5: 0.007 -0.731 -0.507 0.250 0.363

# 5
The following is a DFT calculation (wB97M-V/def2-TZVPD) of a single C3H4S molecule at a distorted geometry.

```
8
C3H4S | OMol25 | wB97M-V/def2-TZVPD
C 0.2163 -0.3607 1.1094
C -0.0656 -2.4002 3.2175
C -0.0974 -0.2157 -0.3028
S -0.2007 -1.8578 1.7511
H 0.0234 0.6431 1.7067
H 0.6084 0.5072 -0.6215
H -1.0305 0.1226 -0.6432
H -0.0194 -1.1871 -0.8563
```

For the total energy, the calculation gives -14004.5053 eV. The HOMO energy (alpha / beta) is -8.73 / -8.35 eV. The net charge is 0. As for the energy above the lowest of the compared OMol25 structures with the same formula, charge and spin: 117.00 kcal per mole. The calculation puts the largest force on an atom at 4.154 eV Å⁻¹. The value obtained for the HOMO-LUMO gap (alpha / beta) is 7.960 / 6.831 eV.

Atom charges from the Mulliken analysis, given in e for atoms 1 to 5: -0.043 -0.213 -0.963 -0.016 0.287

# 6
The following is a DFT calculation (wB97M-V/def2-TZVPD) of a single C5H8N4O4S2 molecule at a distorted geometry.

```
23
C5H8N4O4S2 | OMol25 | wB97M-V/def2-TZVPD
C 2.8586 -2.3193 -0.2545
C 0.8099 0.0425 0.1662
C -0.5314 1.6693 -1.1628
C -0.0429 1.2533 0.2716
C 3.0428 -0.9648 0.1436
N 2.6266 -3.4302 -0.5304
N -0.7022 -3.7087 0.6399
N 2.0459 -0.0170 0.4240
N 4.3136 -0.3712 0.2097
O 5.3675 -0.8315 -0.0403
O 4.3510 0.9271 0.7759
O -2.6654 -2.5092 -0.3550
O -1.4658 -1.6185 1.5837
S -0.0393 -1.2696 -0.8831
S -1.4502 -2.2437 0.3414
H 0.3419 1.4610 -1.8396
H -1.4069 1.1730 -1.4721
H -0.8339 2.6541 -1.1924
H -0.9396 0.8788 0.6248
H 0.4154 1.9907 0.7773
H 0.2936 -3.7048 0.6816
H -0.9401 -4.2494 -0.1688
H 3.4173 1.0014 1.0829
```

For the total energy, the calculation gives -41129.7116 eV. The HOMO energy (alpha / beta) is -9.51 / -9.51 eV. The net charge is 0. As for the energy above the lowest of the compared OMol25 structures with the same formula, charge and spin: 9.26 kcal per mole. The calculation puts the largest force on an atom at 4.221 eV Å⁻¹. The value obtained for the HOMO-LUMO gap (alpha / beta) is 8.325 / 8.323 eV.

Atom charges from the Mulliken analysis, given in e for atoms 1 to 5: 0.165 0.521 -1.174 -0.638 0.369

# 7
The following is a DFT calculation (wB97M-V/def2-TZVPD) of a single C2H7NO2S2 molecule at a distorted geometry.

```
14
C2H7NO2S2 | OMol25 | wB97M-V/def2-TZVPD
C -0.9447 1.1783 -0.2558
C -1.0327 -1.2641 -0.0565
N -1.5436 0.0368 0.3878
O 1.7922 0.7850 0.6313
O 0.4528 -1.3698 -0.0663
S 3.3048 -0.9495 -1.0167
S 2.0572 -0.8575 0.4387
H 0.2053 1.1667 -0.2486
H -1.4256 1.3161 -1.2332
H -1.2936 1.9833 0.3544
H -1.1712 -1.3555 -1.1036
H -1.3472 -2.1546 0.4776
H 2.4649 1.4878 0.2531
H -1.5187 -0.0026 1.4377
```

For the total energy, the calculation gives -29440.1145 eV. The HOMO energy is -9.14 eV. The net charge is 0. As for the energy above the lowest of the compared OMol25 structures with the same formula, charge and spin: 83.33 kcal per mole. The calculation puts the largest force on an atom at 4.036 eV Å⁻¹. The value obtained for the HOMO-LUMO gap is 9.340 eV.

Atom charges from the Mulliken analysis, given in e for atoms 1 to 5: -0.649 -0.294 -0.348 -0.558 -0.379

# 8
The following is a DFT calculation (wB97M-V/def2-TZVPD) of a molecular structure, C15H30FMgO15 at a distorted geometry.

```
62
C15H30FMgO15 | OMol25 | wB97M-V/def2-TZVPD
Mg -0.0002 -0.3229 1.0520
F -0.8426 0.5131 -0.3703
C -3.7238 -2.5612 0.9369
O -2.7034 -3.4672 0.5693
C -1.4111 -3.2107 0.6922
O -0.9627 -2.0542 0.9559
O -0.6822 -4.3358 0.5489
C -1.0982 -5.6043 0.1158
H -4.7085 -2.8150 0.5444
H -3.5483 -1.5348 0.6149
H -3.8814 -2.4537 2.0101
H -2.1017 -5.7177 -0.2943
H -0.9697 -6.2342 0.9961
H -0.3887 -5.9337 -0.6432
C -2.4726 3.0776 2.8607
O -2.7344 1.8499 3.5391
C -1.9843 0.7747 3.5351
O -1.2732 0.4536 2.5543
O -2.3143 0.1447 4.6823
C -1.7000 -1.1002 4.9105
H -1.4532 3.2372 3.2119
H -3.1883 3.8596 3.1143
H -2.5631 2.9056 1.7881
H -2.2598 -1.6869 5.6387
H -0.6823 -0.9841 5.2833
H -1.4828 -1.6877 4.0184
C 2.1727 1.5980 3.9449
O 1.2814 2.4740 3.2697
C 1.0981 2.4365 1.9973
O 1.2673 1.4612 1.2874
O 0.5734 3.5324 1.6024
C 0.3207 3.8535 0.2244
H 1.5643 0.8730 4.4857
H 2.8051 2.2370 4.5613
H 2.8048 0.9455 3.3425
H 1.2287 4.0764 -0.3359
H -0.3467 4.7049 0.3581
H -0.3029 3.0861 -0.2342
C 3.1013 -3.3719 0.2154
O 3.3436 -2.3917 -0.8123
C 2.5191 -1.3053 -0.9577
O 1.5388 -1.0171 -0.2728
O 3.0279 -0.5124 -1.9554
C 2.8351 0.9186 -1.8826
H 2.0686 -3.6986 0.3369
H 3.2931 -2.8947 1.1764
H 3.7445 -4.2475 0.1277
H 3.1111 1.3960 -2.8228
H 3.5313 1.3271 -1.1501
H 1.8286 1.2320 -1.6056
C -0.5811 1.9177 -3.4044
O -0.6851 1.8814 -4.8695
C 0.3737 1.7367 -5.6265
O 1.5556 1.8861 -5.3429
O -0.1067 1.2614 -6.8486
C 0.7592 0.9563 -7.9051
H -0.4093 0.9496 -2.9338
H -1.4571 2.4216 -2.9961
H 0.2791 2.5570 -3.2054
H 0.1525 1.0395 -8.8068
H 1.2085 -0.0314 -7.8014
H 1.6312 1.5991 -8.0255
```

For the total energy, the calculation gives -54912.8500 eV. The HOMO energy is -12.27 eV. The net charge is +1. As for the energy above the lowest of the compared OMol25 structures with the same formula, charge and spin: 0.00 kcal per mole. The calculation puts the largest force on an atom at 4.027 eV Å⁻¹. The value obtained for the HOMO-LUMO gap is 9.739 eV.

Atom charges from the Mulliken analysis, given in e for atoms 1 to 5: 1.233 -0.689 -0.652 -0.333 0.763

> What is the formula in the seventh record?

C2H7NO2S2

> The lowest net charge belongs to which entry?

C17H22IrN8S2Se

> Among the records above, which one has the lowest net charge?

C17H22IrN8S2Se